The following is a quantum chemistry calculation of an isolated ion of composition C4H9N and charge -1, from OMol25.

Properties
- gap between HOMO and LUMO (alpha / beta) (eV) = 3.25 / 9.36
- highest occupied orbital energy (alpha / beta) (eV) = 1.52 / -4.69
- spin multiplicity = 2
- ΔE to the lowest compared entry with this formula, charge and spin (kcal/mol) = 3.6
- LUMO level (alpha / beta) (eV) = 4.77 / 4.67
- total charge = -1
- E_tot (a.u.) = -212.48572

Cartesian coordinates (Å):
1 N -0.1935 0.2093 -1.3953
2 C -0.2132 -1.0716 -0.6715
3 C -0.2429 -0.8045 0.8234
4 C 0.4955 0.5491 0.9288
5 C 0.2886 1.2424 -0.4415
6 H -1.1479 0.4098 -1.6733
7 H -1.0896 -1.6279 -1.0389
8 H 0.6635 -1.6833 -0.9175
9 H -1.2784 -0.7736 1.1649
10 H 0.3561 -1.5311 1.3811
11 H 0.1379 1.1999 1.7384
12 H 1.5451 0.3550 1.1646
13 H -0.5682 1.9098 -0.2810
14 H 1.2471 1.6167 -0.7823

Forces on atoms 1 to 6 (eV/Å):
0.651 -0.317 0.587
-0.062 -0.398 -0.736
0.482 0.630 -0.014
-0.236 -0.104 -0.035
-0.740 -1.329 0.488
-0.168 0.216 0.110

natural (NBO) population analysis, charges in e, atoms 1 to 4: N -0.677; C -0.372; C -0.640; C -0.499

***

The following is a quantum chemistry calculation of one molecule with the formula C8H6S4, from OMol25.

Properties
- gap between HOMO and LUMO (eV) = 7.74
- highest occupied orbital energy (eV) = -8.49
- ΔE to the lowest compared entry with this formula, charge and spin (kcal/mol) = 43.6
- LUMO level (eV) = -0.75
- E_tot (a.u.) = -1901.07330

Cartesian coordinates (Å):
1 C -2.3815 1.1439 -0.6255
2 C -3.3286 0.7080 0.2766
3 S -3.1707 -1.0833 0.6375
4 C -1.8946 -1.2039 -0.4793
5 S -0.8826 -2.5922 -0.8097
6 S 0.4774 -2.5004 1.0313
7 C 1.4471 -1.0846 0.6994
8 C 1.6279 0.2218 1.2662
9 C 2.6568 0.9309 0.5410
10 C 3.2020 0.3570 -0.5636
11 S 2.6303 -1.3113 -0.6111
12 C -1.6513 -0.0842 -1.2298
13 H -2.2717 2.1875 -0.8151
14 H -3.9545 1.4743 0.8822
15 H 1.2204 0.6459 2.2965
16 H 3.1711 2.0062 1.0690
17 H 4.0692 0.4828 -1.3814
18 H -0.9668 -0.2983 -2.1843

Forces on atoms 1 to 6 (eV/Å):
-0.435 -3.856 -0.575
0.725 0.439 0.796
-0.596 2.280 0.270
0.614 0.403 -1.477
0.620 -0.323 1.928
-1.115 0.467 -1.182

natural (NBO) population analysis, charges in e, atoms 1 to 4: C -0.261; C -0.370; S 0.423; C -0.474

***

The following is a quantum chemistry calculation of C23H24N2S4V as an isolated structure, from OMol25.

Properties
- gap between HOMO and LUMO (alpha / beta) (eV) = 3.62 / 5.87
- highest occupied orbital energy (alpha / beta) (eV) = 1.20 / -1.05
- spin multiplicity = 4
- LUMO level (alpha / beta) (eV) = 4.82 / 4.82
- total charge = -2
- E_tot (a.u.) = -3537.11728

Cartesian coordinates (Å):
1 V -0.1302 -0.7198 -0.3457
2 S 0.0141 2.2123 -0.2469
3 C 0.2356 2.7338 -1.8789
4 C 0.3194 4.1133 -2.2237
5 C 0.4741 4.5576 -3.5171
6 C 0.5532 3.6618 -4.5884
7 C 0.4789 2.3093 -4.2927
8 C 0.3424 1.8507 -2.9840
9 S 0.2709 0.0908 -2.7435
10 C 2.0473 -0.3438 -2.6436
11 C 2.6718 -0.6193 -1.2768
12 C 3.9700 -1.0285 -1.2339
13 C 4.5857 -1.4127 -0.0044
14 C 3.7366 -1.3420 1.1366
15 C 2.4460 -0.9176 1.0441
16 C 1.6206 -0.9031 2.3438
17 S 0.0189 -0.0345 2.4163
18 C -1.2040 -1.3157 2.6709
19 C -1.0943 -2.1102 3.8029
20 C -2.0390 -3.0779 4.1171
21 C -3.1364 -3.2045 3.2717
22 C -3.2670 -2.3956 2.1561
23 C -2.3109 -1.4271 1.7919
24 S -2.5273 -0.4240 0.3455
25 N 1.8733 -0.5196 -0.1569
26 H 0.2519 4.8243 -1.4084
27 H 0.5287 5.6262 -3.7048
28 H 0.6618 4.0038 -5.6097
29 H 0.5281 1.5750 -5.0901
30 H 2.5718 0.4642 -3.1542
31 H 2.1555 -1.2390 -3.2566
32 H 4.5194 -1.0860 -2.1697
33 H 5.6103 -1.7502 0.0542
34 H 4.1085 -1.6266 2.1181
35 H 2.2245 -0.4025 3.1028
36 H 1.4551 -1.9197 2.7029
37 H -0.2373 -1.9591 4.4512
38 H -1.9231 -3.6997 4.9966
39 H -3.8989 -3.9485 3.4810
40 H -4.1230 -2.5175 1.5019
41 C 0.2873 -4.4465 0.8906
42 C 0.0901 -3.8125 -0.4869
43 C -1.1320 -4.4415 -1.1609
44 C 1.3304 -4.0477 -1.3458
45 N -0.1136 -2.3963 -0.3123
46 H 0.4568 -5.5307 0.8225
47 H -0.5886 -4.2682 1.5169
48 H 1.1532 -3.9917 1.3806
49 H -1.0164 -5.5284 -1.2708
50 H -1.2860 -4.0044 -2.1516
51 H -2.0283 -4.2376 -0.5696
52 H 1.5228 -5.1204 -1.4868
53 H 2.2095 -3.5859 -0.8862
54 H 1.1950 -3.5891 -2.3308

Forces on atoms 1 to 6 (eV/Å):
-0.839 0.426 -0.346
-0.022 0.157 -0.386
0.026 0.029 0.026
-0.033 -0.155 0.222
0.009 0.044 -0.124
-0.024 -0.087 0.214

natural (NBO) population analysis, charges in e, atoms 1 to 4: V 0.814; S -0.286; C -0.175; C -0.243

***

The following is a quantum chemistry calculation of C39H38Cl72N2O3 as an isolated structure, from OMol25.

Properties
- gap between HOMO and LUMO (eV) = 7.93
- highest occupied orbital energy (eV) = -8.27
- LUMO level (eV) = -0.34
- E_tot (a.u.) = -34977.37191

Cartesian coordinates (Å):
1 C 7.2270 -1.7863 -2.2208
2 C 5.8577 -1.1588 -2.8440
3 C 6.1002 0.2072 -3.6511
4 C 5.4911 1.5157 -2.9553
5 C 3.8970 1.4970 -2.7604
6 C 3.1244 2.6672 -3.5929
7 C 1.7249 2.0890 -4.1236
8 C 0.4276 2.5878 -3.3246
9 C 0.5662 2.6104 -1.7257
10 C -0.4589 1.5805 -0.9743
11 N 0.3351 0.3604 -0.6545
12 C -0.3251 -0.9193 -1.0530
13 C -0.3463 -1.0587 -2.6757
14 C 0.0994 -2.5489 -3.1536
15 C 1.7017 -2.5700 -3.0406
16 N 2.3827 -3.6997 -3.7403
17 C 2.3984 -4.1011 -5.1235
18 C 3.3408 -5.3208 -5.1421
19 C 3.8698 -5.5968 -3.6943
20 C 3.1838 -4.5117 -2.8180
21 C 0.8172 0.3486 0.7106
22 O 0.8479 1.3614 1.4772
23 O 1.3687 -0.8558 1.2865
24 C 2.6906 -0.5864 1.8377
25 O 3.6235 -1.6594 1.5156
26 C 3.5460 -1.9364 0.0905
27 H 7.8979 -0.9949 -1.7480
28 H 6.9006 -2.5679 -1.4453
29 H 7.8396 -2.3542 -3.0043
30 H 5.1717 -0.9659 -1.9553
31 H 5.4507 -1.9897 -3.5357
32 H 7.2474 0.3546 -3.6986
33 H 5.7502 0.0643 -4.7376
34 H 5.7936 2.4154 -3.5901
35 H 5.9903 1.6129 -1.9249
36 H 3.4536 0.4588 -2.9646
37 H 3.7094 1.7070 -1.6368
38 H 3.0031 3.5949 -2.9429
39 H 3.7974 2.9085 -4.4884
40 H 1.6045 2.4781 -5.2072
41 H 1.8074 0.9485 -4.2259
42 H -0.4309 1.8822 -3.6367
43 H 0.0770 3.6351 -3.6645
44 H 1.6031 2.3560 -1.3278
45 H 0.3037 3.6834 -1.3849
46 H -1.2966 1.3969 -1.7482
47 H -0.9728 2.0657 -0.0773
48 H -1.4021 -0.9584 -0.6539
49 H 0.1905 -1.8603 -0.6677
50 H -1.3223 -0.7066 -3.1510
51 H 0.4684 -0.3329 -3.0506
52 H -0.3370 -3.3741 -2.4944
53 H -0.2149 -2.6604 -4.2612
54 H 2.0147 -2.5896 -1.9480
55 H 2.0989 -1.5982 -3.5226
56 H 1.8398 -3.5957 -5.9695
57 H 3.6270 -5.9017 -6.0903
58 H 4.5947 -6.3891 -3.3348
59 H 3.2520 -4.3275 -1.7010
60 H 2.6081 -0.5771 2.9757
61 H 3.1697 0.3696 1.4122
62 H 2.6445 -2.6389 -0.0497
63 H 3.4130 -1.0056 -0.5585
64 H 4.4801 -2.4784 -0.3048
65 C 3.6754 3.4529 2.2430
66 Cl 3.7550 5.2259 2.3279
67 Cl 4.9831 2.7564 3.2239
68 Cl 2.1039 2.8995 2.8540
69 Cl 3.8658 2.9332 0.5531
70 C -0.8752 1.8406 5.1434
71 Cl -0.8045 3.6129 5.2393
72 Cl 0.4228 1.1407 6.1345
73 Cl -2.4486 1.2765 5.7439
74 Cl -0.6714 1.3319 3.4541
75 C -0.9303 -0.8335 -6.8433
76 Cl -0.6067 -0.5251 -8.5618
77 Cl -2.4420 -1.7691 -6.7052
78 Cl 0.4310 -1.7561 -6.1541
79 Cl -1.0983 0.7092 -5.9867
80 C -3.6469 -3.7918 -10.5487
81 Cl -3.3831 -3.0262 -8.9661
82 Cl -5.1839 -3.2222 -11.2345
83 Cl -2.3148 -3.3612 -11.6421
84 Cl -3.7043 -5.5564 -10.3513
85 C 6.6256 6.0632 -4.0499
86 Cl 5.8745 5.1776 -5.3947
87 Cl 5.8852 5.5523 -2.5175
88 Cl 8.3664 5.7133 -4.0109
89 Cl 6.3752 7.8074 -4.2768
90 C -5.4729 3.7166 4.1125
91 Cl -4.3993 3.6623 2.6985
92 Cl -6.1453 2.0997 4.4055
93 Cl -4.5496 4.2398 5.5363
94 Cl -6.7956 4.8633 3.8093
95 C -0.1716 -7.3064 -3.2747
96 Cl 1.1362 -6.1087 -3.1600
97 Cl -0.7899 -7.6702 -1.6477
98 Cl -1.4895 -6.6540 -4.2760
99 Cl 0.4524 -8.7962 -4.0168
100 C 10.7969 2.7531 -3.0018
101 Cl 11.2600 1.0874 -3.4087
102 Cl 11.4544 3.8684 -4.2184
103 Cl 9.0234 2.8818 -2.9966
104 Cl 11.4447 3.1747 -1.4029
105 C -5.0144 -0.6963 -2.8188
106 Cl -4.1522 -1.3250 -4.2408
107 Cl -4.3955 -1.4780 -1.3505
108 Cl -4.7697 1.0599 -2.7065
109 Cl -6.7488 -1.0423 -2.9806
110 C -5.8859 -1.7040 3.2682
111 Cl -7.1684 -1.2381 4.4084
112 Cl -4.4999 -0.6105 3.4587
113 Cl -5.3761 -3.3729 3.6017
114 Cl -6.5021 -1.5942 1.6050
115 C -7.7084 0.2228 8.4563
116 Cl -9.4771 0.3751 8.5081
117 Cl -6.9910 1.2039 9.7525
118 Cl -7.2530 -1.4798 8.6801
119 Cl -7.1113 0.7926 6.8833
120 C -12.9339 2.6381 7.6438
121 Cl -12.7143 3.3414 9.2602
122 Cl -14.3951 3.3167 6.8966
123 Cl -11.5220 3.0199 6.6353
124 Cl -13.1029 0.8748 7.7833
125 C 8.1812 1.2517 1.3837
126 Cl 8.5717 1.5890 -0.3135
127 Cl 6.6275 0.3940 1.4622
128 Cl 9.4519 0.2408 2.1051
129 Cl 8.0618 2.7838 2.2770
130 C -0.2307 3.2579 9.3785
131 Cl 0.0105 3.9633 10.9911
132 Cl -1.7002 3.9398 8.6496
133 Cl 1.1725 3.6336 8.3531
134 Cl -0.4062 1.4963 9.5251
135 C -15.1056 7.3781 5.2419
136 Cl -14.6353 7.7404 3.5675
137 Cl -16.6662 6.5288 5.2481
138 Cl -13.8697 6.3487 5.9948
139 Cl -15.2527 8.8937 6.1568
140 C 8.9550 -1.2853 -6.5546
141 Cl 7.2111 -1.1377 -6.2540
142 Cl 9.8151 -0.3253 -5.3345
143 Cl 9.4356 -2.9911 -6.4258
144 Cl 9.3466 -0.6802 -8.1788
145 C -7.1915 -6.0926 6.4162
146 Cl -6.7237 -5.7305 4.7415
147 Cl -8.7511 -6.9430 6.4253
148 Cl -5.9525 -7.1190 7.1694
149 Cl -7.3392 -4.5757 7.3284
150 C -6.9239 -2.9811 12.7473
151 Cl -7.3662 -4.1353 11.4706
152 Cl -8.2594 -2.8440 13.9105
153 Cl -5.4657 -3.5546 13.5846
154 Cl -6.6044 -1.3919 12.0222

Forces on atoms 1 to 6 (eV/Å):
-0.671 -0.259 -0.190
1.053 -0.371 0.103
0.524 -0.129 0.120
0.086 -0.601 -0.050
0.156 0.897 0.908
0.374 -1.580 -0.061

Mulliken population analysis, charges in e, atoms 1 to 4: C -0.940; C 1.878; C -0.040; C -0.227